The following is a quantum chemistry calculation of a 2-piece molecular cluster, C2H6IN2O overall at a distorted geometry, from OMol25.

As for the HOMO energy (alpha / beta): -0.4356 / -0.4358 hartree. The calculation puts the total energy at -561.90763 hartree. The HOMO-LUMO gap (alpha / beta) comes out at 5.34 / 5.35 eV. The value obtained for the largest force on an atom is 1.6 eV Å⁻¹. The energy relative to the best compared isomer or geometry (same formula, charge and spin) is 2.009 eV. As for the net charge: +1.

Cartesian coordinates (Å):
C (-0.561, -0.270, 0.596)
C (-1.335, 0.608, -0.276)
N (2.445, -1.353, -0.385)
N (-2.193, 1.472, 0.169)
O (0.114, -1.179, 0.156)
I (3.317, 0.439, -0.249)
H (2.390, -1.724, -1.325)
H (-1.219, 0.479, -1.348)
H (2.788, -2.038, 0.278)
H (-2.764, 2.031, -0.457)
H (-0.650, -0.069, 1.674)
H (-2.330, 1.606, 1.168)